1.
The following is a DFT calculation (ωB97M-V with the def2-TZVPD basis set) of a structure of composition C62H46Cl4N6NaSe in a non-equilibrium geometry.

Values from the calculation:
- energy above the lowest of the compared OMol25 structures with the same formula, charge and spin (kcal/mol) = 47.3
- HOMO level (eV) = -2.744
- LUMO (eV) = 1.60
- HOMO-LUMO gap (hartree) = 0.1596
- strongest force on any atom (Eh/bohr) = 0.0205
- calculated total energy (Eh) = -7123.3978
- net charge = -1

Element x y z (Å)
Na: 0.209 -0.958 0.307
Cl: -5.805 -5.363 -4.379
C: -4.729 -4.332 -3.474
C: -5.245 -3.420 -2.565
C: -4.384 -2.618 -1.840
C: -2.994 -2.689 -2.004
C: -2.512 -3.625 -2.926
C: -3.364 -4.434 -3.664
C: -2.093 -1.765 -1.286
C: -1.246 -0.983 -2.042
C: -1.283 -0.867 -3.506
C: -0.606 0.247 -3.817
C: -0.172 0.843 -2.554
C: 0.204 2.147 -2.441
C: 0.297 2.929 -3.707
C: 1.296 2.726 -4.654
C: 1.305 3.430 -5.853
C: 0.301 4.344 -6.109
Cl: 0.302 5.227 -7.610
C: -0.707 4.574 -5.182
C: -0.696 3.870 -3.992
C: 0.352 2.922 -1.235
N: -0.064 2.729 0.093
C: 0.317 3.864 0.810
C: 0.030 3.739 2.213
C: 0.071 4.784 3.215
C: 0.161 4.465 4.577
C: 0.249 5.453 5.541
C: 0.241 6.784 5.155
Cl: 0.410 8.035 6.360
C: 0.101 7.133 3.824
C: 0.014 6.139 2.864
C: -0.440 2.472 2.369
C: -0.386 1.646 1.056
C: -1.724 0.807 1.273
C: -1.821 0.912 2.825
N: -1.135 1.911 3.364
C: -2.500 -0.144 3.383
C: -2.628 -1.095 2.319
C: -3.115 -2.363 2.163
C: -2.872 -2.717 0.824
C: -2.279 -1.664 0.152
N: -2.030 -0.654 1.122
C: -2.909 -0.303 4.768
C: -2.404 0.539 5.778
C: -2.797 0.397 7.096
C: -3.705 -0.592 7.439
Cl: -4.198 -0.779 9.102
C: -4.235 -1.426 6.471
C: -3.840 -1.279 5.152
C: 0.912 4.775 -0.020
C: 0.932 4.184 -1.293
N: -0.478 0.006 -1.509
H: -6.317 -3.333 -2.439
H: -4.792 -1.895 -1.146
H: -1.442 -3.713 -3.069
H: -2.967 -5.143 -4.379
H: -1.820 -1.508 -4.184
H: -0.474 0.683 -4.794
H: 2.081 2.009 -4.447
H: 2.089 3.272 -6.581
H: -1.489 5.289 -5.399
H: -1.475 4.033 -3.258
H: 0.154 3.423 4.867
H: 0.335 5.195 6.588
H: 0.059 8.176 3.539
H: -0.125 6.410 1.826
H: 0.476 0.970 1.085
H: -2.535 1.380 0.814
H: -3.573 -2.978 2.918
H: -3.123 -3.660 0.366
H: -1.699 1.307 5.502
H: -2.407 1.052 7.865
H: -4.963 -2.175 6.753
H: -4.282 -1.922 4.403
H: 1.324 5.728 0.269
H: 1.344 4.614 -2.190
C: 4.867 0.404 1.831
C: 3.770 0.353 2.895
C: 4.385 0.251 4.297
C: 2.788 -0.782 2.693
C: 1.493 -0.656 3.194
C: 0.578 -1.695 3.095
C: 0.927 -2.901 2.486
C: -0.052 -4.042 2.403
C: 2.220 -3.025 1.987
C: 3.137 -1.986 2.091
H: 5.429 1.335 1.920
H: 4.441 0.349 0.828
H: 5.569 -0.423 1.954
H: 3.203 1.288 2.846
H: 5.012 -0.640 4.370
H: 3.607 0.182 5.059
H: 5.001 1.127 4.511
H: 1.193 0.266 3.683
H: -0.409 -1.575 3.525
H: -0.572 -4.043 1.443
H: -0.808 -3.955 3.181
H: 0.463 -4.998 2.513
H: 2.525 -3.955 1.519
H: 4.133 -2.130 1.691
C: 1.180 -4.016 -2.966
N: 2.038 -3.102 -3.681
C: 2.781 -2.127 -3.100
Se: 2.960 -1.766 -1.330
N: 3.446 -1.494 -4.101
C: 3.172 -2.084 -5.321
C: 3.630 -1.844 -6.605
C: 3.156 -2.674 -7.612
C: 2.253 -3.699 -7.344
C: 1.791 -3.940 -6.056
C: 2.271 -3.118 -5.049
H: 0.838 -3.536 -2.052
H: 1.717 -4.930 -2.704
H: 0.322 -4.269 -3.586
H: 4.044 -0.707 -3.922
H: 4.328 -1.045 -6.815
H: 3.499 -2.521 -8.627
H: 1.905 -4.325 -8.154
H: 1.087 -4.734 -5.852

Force components x, y, z for each atom (eV/Å):
0.770 -0.699 0.186
-0.054 -0.022 -0.039
0.157 0.027 0.022
-0.051 -0.010 0.023
-0.002 0.028 -0.085
0.028 -0.180 -0.047
-0.043 0.090 0.163
-0.067 -0.053 -0.073
0.407 0.350 -0.593
-0.600 0.124 0.383
0.247 0.074 -0.228
-0.096 -0.309 -0.069
0.152 0.492 0.212
-0.163 -0.609 -0.246
-0.040 0.040 0.029
-0.003 0.028 0.113
0.019 0.012 -0.098
0.029 -0.063 0.124
0.007 0.047 -0.089
-0.012 -0.004 0.001
0.078 0.001 -0.035
0.429 0.476 -0.127
-0.256 -0.012 -0.055
0.119 0.318 -0.225
0.004 -0.591 0.026
-0.052 0.144 0.080
-0.008 0.009 -0.084
0.022 0.033 0.034
-0.032 -0.061 -0.079
-0.027 0.044 0.056
0.020 0.071 0.016
0.024 -0.128 0.033
-0.118 0.369 -0.305
0.059 -0.206 0.172
-0.326 0.510 0.168
0.115 -0.254 -0.006
-0.041 -0.143 0.356
0.027 0.503 -0.214
-0.108 -0.301 0.159
-0.035 0.049 0.134
0.134 0.196 -0.099
-0.417 -0.724 -0.013
-0.090 0.055 0.075
0.113 0.009 0.080
-0.035 -0.092 -0.139
-0.064 -0.043 0.060
0.017 0.042 -0.105
-0.025 -0.006 0.093
-0.033 0.010 0.086
0.046 -0.075 -0.067
-0.015 -0.015 0.267
-0.069 -0.378 -0.036
-0.105 0.222 -0.341
0.009 -0.012 0.007
0.015 -0.026 0.045
-0.159 0.038 0.066
-0.025 -0.025 0.015
-0.036 -0.031 -0.018
-0.039 0.005 -0.023
-0.014 -0.011 0.023
-0.016 0.000 -0.011
0.009 0.000 -0.011
-0.005 0.029 -0.012
0.030 0.013 0.027
-0.001 0.008 -0.003
0.010 0.000 0.021
0.054 0.016 0.004
0.091 0.314 0.257
0.025 -0.018 0.020
0.029 0.022 -0.063
0.016 0.024 -0.056
0.033 0.079 -0.003
0.036 0.002 -0.028
0.016 -0.023 -0.033
-0.005 0.082 0.079
-0.009 -0.005 -0.005
-0.058 0.024 -0.021
-0.166 0.027 0.037
0.152 -0.077 0.033
-0.061 0.088 -0.071
0.006 0.054 -0.018
-0.045 0.062 -0.020
-0.012 -0.061 0.111
0.043 -0.096 0.063
0.097 -0.003 -0.030
0.001 0.022 0.029
-0.001 0.012 -0.010
0.024 -0.011 -0.006
0.060 0.024 -0.024
0.020 -0.005 -0.032
-0.048 -0.010 -0.022
-0.007 -0.013 0.009
0.021 0.018 0.022
0.021 -0.022 0.011
-0.028 -0.001 -0.026
-0.008 0.007 -0.047
-0.038 -0.021 0.022
-0.038 -0.018 -0.023
-0.006 -0.001 -0.001
-0.018 0.016 -0.034
-0.004 0.028 -0.017
-0.018 -0.183 0.077
0.100 0.169 -0.005
-0.077 0.034 -0.087
-0.012 0.033 0.321
-0.053 -0.070 -0.028
-0.075 -0.141 -0.088
-0.032 0.013 0.011
0.091 0.110 0.001
-0.085 -0.097 0.053
0.008 0.040 -0.001
0.016 0.068 -0.128
-0.029 0.043 -0.027
0.020 0.017 -0.008
0.135 0.034 -0.043
0.016 0.006 0.050
0.002 -0.003 0.003
-0.018 0.012 0.002
-0.008 0.010 0.003
0.012 -0.013 0.009

These are the Löwdin partial charges, in e, on atoms 1 to 6: 0.269, 0.622, -0.684, -0.105, -0.022, -0.198

=====

2.
The following is a DFT calculation (ωB97M-V with the def2-TZVPD basis set) of a structure of composition C62H47AsGeIrN4S3 in a non-equilibrium geometry.

Values from the calculation:
- energy above the lowest of the compared OMol25 structures with the same formula, charge and spin (kcal/mol) = 16.3
- HOMO level (spin up / spin down) (eV) = -5.186 / -7.609
- LUMO (spin up / spin down) (eV) = -0.08 / -0.50
- spin multiplicity = 2
- HOMO-LUMO gap (spin up / spin down) (hartree) = 0.1875 / 0.2612
- strongest force on any atom (Eh/bohr) = 0.0242
- calculated total energy (Eh) = -8221.5113
- net charge = 0

Element x y z (Å)
Ir: 0.055 -0.355 0.082
S: -4.563 -2.940 4.925
C: -6.175 -2.419 4.676
C: -6.235 -1.414 3.760
C: -4.960 -1.058 3.254
C: -3.942 -1.804 3.790
C: -2.517 -1.745 3.475
C: -2.107 -1.161 2.286
N: -0.841 -1.051 1.901
C: 0.145 -1.456 2.791
C: -0.194 -2.099 4.016
C: 0.894 -2.465 4.890
C: 2.166 -2.145 4.596
C: 2.518 -1.417 3.398
C: 3.791 -0.987 3.120
C: 4.029 -0.233 1.946
C: 2.967 0.011 1.102
N: 1.707 -0.407 1.319
C: 1.469 -1.103 2.493
C: 5.376 0.261 1.657
C: 6.537 -0.055 2.316
C: 7.677 0.605 1.791
C: 7.372 1.414 0.741
S: 5.699 1.379 0.389
C: -1.525 -2.270 4.323
H: -6.984 -2.869 5.225
H: -7.155 -0.930 3.465
H: -4.807 -0.269 2.532
H: -2.841 -0.737 1.614
H: 0.657 -2.978 5.814
H: 2.966 -2.407 5.278
H: 4.590 -1.208 3.813
H: 3.122 0.560 0.187
H: 6.585 -0.741 3.147
H: 8.678 0.473 2.172
H: 8.038 2.023 0.154
H: -1.791 -2.734 5.266
S: -0.929 4.521 0.914
C: -0.718 3.816 2.472
C: -0.753 4.453 3.708
C: -0.511 3.698 4.834
C: -0.233 2.335 4.725
C: -0.197 1.705 3.498
C: -0.449 2.446 2.344
N: -0.452 1.971 1.020
C: -0.672 2.966 0.195
C: -0.782 2.792 -1.241
C: -1.628 3.641 -1.960
C: -1.906 3.420 -3.292
C: -1.371 2.270 -3.872
C: -0.518 1.452 -3.160
C: -0.095 1.727 -1.848
H: -0.959 5.512 3.781
H: -0.526 4.169 5.808
H: -0.038 1.758 5.619
H: 0.026 0.660 3.438
H: -2.095 4.476 -1.450
H: -2.549 4.086 -3.849
H: -1.610 2.015 -4.898
H: -0.108 0.585 -3.650
C: -2.275 -3.031 -5.374
C: -2.450 -1.668 -5.196
C: -2.369 -1.113 -3.926
C: -2.101 -1.916 -2.824
C: -1.958 -3.288 -3.005
C: -2.041 -3.840 -4.274
As: -1.958 -1.150 -1.023
C: -2.747 -2.656 -0.083
C: -2.132 -3.798 0.400
C: -2.896 -4.755 1.052
C: -4.265 -4.573 1.207
C: -4.880 -3.433 0.719
C: -4.124 -2.459 0.076
C: -4.641 -1.158 -0.395
C: -5.960 -0.726 -0.289
C: -6.297 0.556 -0.696
C: -5.331 1.419 -1.200
C: -4.013 0.995 -1.320
C: -3.685 -0.291 -0.933
H: -2.335 -3.463 -6.364
H: -2.662 -1.030 -6.046
H: -2.549 -0.059 -3.801
H: -1.761 -3.934 -2.160
H: -1.917 -4.908 -4.400
H: -1.066 -3.945 0.283
H: -2.420 -5.644 1.446
H: -4.854 -5.320 1.723
H: -5.944 -3.296 0.865
H: -6.722 -1.380 0.115
H: -7.323 0.891 -0.610
H: -5.601 2.424 -1.495
H: -3.260 1.669 -1.711
C: 3.515 2.470 -2.467
Ge: 2.560 0.756 -2.579
C: 3.846 -0.670 -2.157
C: 2.214 0.510 -4.500
C: 1.066 1.017 -1.259
H: 4.405 2.471 -3.097
H: 3.827 2.679 -1.443
H: 2.860 3.281 -2.793
H: 4.772 -0.421 -2.680
H: 3.494 -1.627 -2.524
H: 4.089 -0.788 -1.103
H: 3.171 0.658 -5.003
H: 1.506 1.225 -4.911
H: 1.873 -0.501 -4.730
H: 1.510 1.648 -0.484
N: 2.901 -6.462 -3.077
C: 2.461 -5.521 -2.584
C: 1.913 -4.345 -1.978
C: 1.840 -4.228 -0.592
C: 1.296 -3.095 -0.014
C: 0.807 -2.017 -0.780
C: 0.919 -2.170 -2.171
C: 1.444 -3.301 -2.768
H: 2.203 -5.036 0.031
H: 1.240 -3.061 1.067
H: 0.565 -1.377 -2.816
H: 1.494 -3.376 -3.847

Force components x, y, z for each atom (eV/Å):
0.247 0.836 0.243
-0.026 -0.075 -0.010
-0.022 0.052 -0.053
-0.005 -0.061 0.052
0.041 -0.038 0.064
-0.036 0.116 -0.110
-0.101 -0.001 0.004
0.053 0.258 -0.015
0.628 -0.662 0.133
0.198 0.070 -0.162
0.004 0.062 -0.213
0.010 -0.016 0.015
0.014 -0.022 0.080
-0.029 0.013 -0.026
-0.210 0.032 -0.137
0.229 -0.062 0.201
-0.431 -0.067 -0.079
0.487 0.255 0.493
-0.590 -0.097 -0.003
0.115 -0.093 0.112
-0.125 0.057 -0.096
0.003 0.047 -0.096
0.037 -0.047 0.061
0.006 0.079 -0.046
0.145 0.095 0.136
-0.015 -0.017 0.024
-0.030 0.000 -0.001
0.026 0.028 -0.024
-0.035 -0.033 0.014
-0.004 -0.035 0.000
0.016 -0.006 0.006
0.053 0.009 0.031
-0.009 0.063 0.000
-0.007 -0.051 0.029
0.023 0.013 0.009
0.008 0.019 -0.021
-0.044 -0.032 -0.010
0.065 0.002 -0.010
0.087 -0.106 0.077
-0.022 0.021 -0.055
0.003 0.055 0.105
0.016 -0.070 -0.007
-0.074 0.161 0.031
0.004 -0.054 -0.162
-0.098 0.324 0.101
0.067 -0.507 0.283
0.021 0.064 0.244
-0.092 0.057 -0.079
0.095 -0.202 0.030
-0.124 0.069 -0.003
0.158 -0.005 -0.059
0.179 0.417 -0.929
-0.001 0.020 -0.013
-0.015 -0.008 0.005
0.007 -0.013 -0.004
0.041 -0.144 0.001
-0.026 -0.015 0.027
-0.003 0.011 -0.002
-0.014 0.003 -0.009
0.019 -0.081 -0.089
-0.013 0.024 -0.067
-0.016 0.045 -0.001
-0.121 -0.091 -0.002
0.042 0.010 0.044
0.132 0.052 -0.011
0.000 -0.064 0.063
-0.169 0.066 -0.335
-0.191 0.102 -0.075
0.001 -0.019 -0.047
0.009 -0.015 0.010
0.028 -0.048 0.023
-0.012 0.066 -0.018
0.039 -0.131 0.020
-0.057 0.080 0.003
0.037 -0.024 0.003
-0.012 0.034 -0.019
-0.011 0.012 0.012
-0.026 0.051 -0.069
0.047 -0.086 0.138
-0.001 -0.001 -0.005
0.001 -0.004 0.001
0.004 0.156 0.043
0.010 -0.020 0.006
0.003 -0.007 0.003
0.022 0.037 0.011
0.004 -0.015 0.000
-0.004 -0.009 0.006
-0.011 0.012 0.014
-0.006 -0.003 0.021
-0.007 0.003 0.001
-0.012 0.006 -0.012
0.007 -0.035 -0.010
-0.068 0.054 0.061
0.164 0.015 0.350
0.123 0.127 0.021
-0.051 -0.115 0.043
-0.785 -0.958 -0.112
0.010 -0.023 -0.038
-0.022 0.023 -0.005
0.003 0.025 -0.014
0.009 -0.006 -0.004
-0.043 -0.111 -0.063
-0.040 0.010 -0.024
0.041 -0.028 0.031
0.004 0.069 -0.027
-0.053 0.005 0.002
0.056 0.114 -0.151
0.003 -0.039 -0.008
0.051 -0.083 -0.053
-0.049 0.126 -0.001
0.013 -0.061 0.033
-0.118 0.232 0.008
0.246 -0.449 -0.012
-0.155 0.190 0.164
0.018 -0.030 0.019
0.007 0.009 0.010
0.004 0.006 -0.037
-0.010 0.021 -0.032
0.001 0.004 -0.001

These are the Löwdin partial charges, in e, on atoms 1 to 6: 1.085, 1.041, -0.420, -0.190, -0.134, -0.489